Record 1
C34H55N4OSSi3Tm as an isolated structure at a distorted geometry. Source: OMol25; level of theory: the ωB97M-V functional and the def2-TZVPD basis.

```
99
Properties=species:S:1:pos:R:3:lowdin_spin:R:1
Tm 0.7869 0.5663 -0.4687 2.017
C -1.5147 0.1041 5.8548 0.000
C -0.9058 -1.0811 5.1030 0.000
N 0.2604 -0.7279 4.3162 0.000
C 0.0868 -0.3067 3.0218 0.000
S 1.1736 1.1326 2.5403 -0.001
N -0.7095 -0.8693 2.2300 0.000
N -0.9105 -0.4764 0.9437 -0.003
C -2.1783 -0.8064 0.5138 0.000
C -3.0435 -1.6690 1.3940 0.000
C -2.6266 -0.2975 -0.6689 0.000
C -3.9848 -0.2896 -1.1475 0.000
C -4.2743 0.0665 -2.4126 0.000
C -3.2103 0.1657 -3.4114 0.000
C -2.1906 -0.9724 -3.4600 0.000
N -1.7009 0.5427 -1.4137 -0.001
H -2.4624 -0.1859 6.2949 0.000
H -1.6954 0.9442 5.1860 0.000
H -0.8564 0.4403 6.6523 0.000
H -1.6299 -1.5029 4.4058 0.000
H -0.6175 -1.8578 5.8178 0.000
H 0.9754 -0.2120 4.8084 0.000
H -3.4670 -1.0847 2.2116 0.000
H -2.4246 -2.4469 1.8356 0.000
H -3.8550 -2.1223 0.8324 0.000
H -4.7749 -0.4602 -0.4290 0.000
H -5.2916 0.2281 -2.7360 0.000
H -3.4732 0.6373 -4.3508 0.000
H -1.7568 -1.1231 -4.4452 0.000
C -2.3723 -2.2765 -2.7181 0.000
C -1.8005 0.3580 -2.8544 0.000
C -1.9647 1.9154 -1.0270 -0.002
C -0.9940 2.8394 -1.0885 -0.001
C 0.2690 2.5934 -1.7922 -0.004
C 0.1363 1.9803 -3.1192 0.000
C -0.7886 1.1281 -3.6063 0.000
H -3.3251 -2.3111 -2.1931 0.000
H -1.5872 -2.4237 -1.9786 0.000
H -2.3458 -3.1013 -3.4254 0.000
H -2.9368 2.1181 -0.5965 0.000
H -1.1701 3.8317 -0.6801 0.000
H 0.8800 3.4993 -1.8468 0.000
H 0.8488 2.3486 -3.8509 0.000
H -0.7468 0.8806 -4.6614 0.000
C 1.2117 -2.0719 -3.0028 0.000
O 1.6679 -1.2094 -1.9815 -0.002
Si 3.1946 -1.5297 -1.2257 0.000
C 4.4942 -1.8279 -2.6064 0.000
C 2.9430 -3.2118 -0.3474 0.000
C 3.2775 0.0222 -0.1766 -0.002
Si 3.9850 1.5297 -1.0812 0.000
C 3.3080 3.1058 -0.1898 0.000
C 3.4844 1.5730 -2.9350 0.000
C 5.8753 1.8395 -1.1533 0.000
Si 4.2088 -0.3060 1.4444 0.000
C 4.6668 1.2367 2.4856 0.000
C 5.9059 -1.1251 1.0994 0.000
C 3.2624 -1.5177 2.5934 0.000
H 2.0349 -2.3526 -3.6611 0.000
H 0.4485 -1.5533 -3.5802 0.000
H 0.7771 -2.9752 -2.5669 0.000
H 4.5388 -2.8592 -2.9446 0.000
H 5.4769 -1.5678 -2.2308 0.000
H 4.3039 -1.2056 -3.4736 0.000
H 2.7452 -4.0109 -1.0558 0.000
H 2.1057 -3.1736 0.3425 0.000
H 3.8249 -3.4899 0.2148 0.000
H 2.3815 2.8987 0.3599 0.000
H 3.1221 3.9164 -0.8845 0.000
H 4.0359 3.4598 0.5301 0.000
H 2.6940 0.8624 -3.1595 0.000
H 4.3398 1.3232 -3.5540 0.000
H 3.1440 2.5573 -3.2385 0.000
H 6.2758 2.0445 -0.1674 0.000
H 6.0947 2.6965 -1.7850 0.000
H 6.4030 0.9819 -1.5548 0.000
H 5.2803 1.9248 1.9159 0.000
H 5.2490 0.9342 3.3520 0.000
H 3.8028 1.7845 2.8446 0.000
H 6.5698 -0.4312 0.5970 0.000
H 5.7982 -1.9974 0.4637 0.000
H 6.3920 -1.4376 2.0183 0.000
H 2.2055 -1.5722 2.3463 0.000
H 3.3434 -1.2173 3.6330 0.000
H 3.6667 -2.5205 2.5152 0.000
C -0.0175 2.4817 2.9842 0.000
C 0.5633 3.3984 4.0211 0.000
C 1.3100 2.9039 5.0834 0.000
C 1.8427 3.7538 6.0336 0.000
C 1.6261 5.1178 5.9400 0.000
C 0.8791 5.6227 4.8898 0.000
C 0.3552 4.7683 3.9346 0.000
H -0.9223 1.9934 3.3540 0.000
H -0.2713 3.0180 2.0686 0.000
H 1.4970 1.8438 5.1439 0.000
H 2.4400 3.3525 6.8385 0.000
H 2.0474 5.7855 6.6742 0.000
H 0.7195 6.6869 4.8012 0.000
H -0.2193 5.1694 3.1129 0.000
```

Calculated values
spin multiplicity: 3
expectation value of S²: 2.002
highest occupied orbital energy (spin up / spin down): -0.2321 / -0.2321 Ha
calculated total energy: -3974.74744 hartree



Record 2
C34H56FeN3OP2S as an isolated structure at a distorted geometry. Source: OMol25; level of theory: the ωB97M-V functional and the def2-TZVPD basis.

```
98
Properties=species:S:1:pos:R:3:lowdin_spin:R:1
C 2.6750 1.1836 -1.0165 0.005
C 0.5174 1.9089 -1.5400 0.041
C 3.2272 2.3520 -1.5442 0.065
C 0.9959 3.1875 -1.8742 0.060
C 2.3711 3.4088 -1.8730 0.012
H 4.3197 2.4078 -1.6035 0.004
H 0.2788 3.9365 -2.2009 0.007
H 2.7848 4.3832 -2.1373 -0.001
N 1.3518 1.0525 -0.8513 0.064
P 2.7026 -1.0342 0.6342 0.049
P -2.5448 2.4902 -0.7728 0.782
C 3.5335 -0.0127 -0.6512 0.008
H 3.6612 -0.6224 -1.5608 0.000
H 4.5332 0.3244 -0.3417 0.000
C -0.7613 1.3749 -2.0076 0.344
H -1.1712 1.9284 -2.8550 0.001
C -4.0211 2.4063 -1.8853 0.077
C -3.1132 2.7029 0.9668 0.119
C 2.7660 -2.8748 0.1203 0.013
C 3.8355 -0.6116 2.0772 0.003
C -4.3856 0.9072 -1.9575 0.044
H -4.8039 0.5427 -1.0086 0.002
H -5.1394 0.7606 -2.7422 0.008
H -3.5183 0.2718 -2.1897 0.004
C -5.2491 3.2502 -1.4725 0.010
H -5.7342 2.9404 -0.5439 0.000
H -5.0033 4.3137 -1.4030 0.001
H -5.9957 3.1321 -2.2697 0.001
C -3.5855 2.9801 -3.2517 0.015
H -4.4707 3.1166 -3.8813 0.001
H -3.1095 3.9621 -3.1232 0.007
H -2.9022 2.3228 -3.7973 0.000
C -4.3075 1.8183 1.3538 0.022
H -4.0268 0.7548 1.3022 0.002
H -4.5691 2.0622 2.3951 0.005
H -5.2044 1.9623 0.7485 0.000
C -1.9639 2.3033 1.9067 0.011
H -1.8238 1.2147 1.8986 0.003
H -1.0173 2.7823 1.6301 0.002
H -2.2226 2.6026 2.9337 0.000
C -3.3683 4.2157 1.0952 0.053
H -4.2457 4.5489 0.5309 0.001
H -3.5124 4.4681 2.1527 0.009
H -2.4905 4.7620 0.7229 0.012
C 3.2759 -1.2863 3.3395 0.000
H 3.9196 -1.0160 4.1909 0.000
H 2.2608 -0.9376 3.5664 0.000
H 3.2647 -2.3836 3.2632 0.000
C 3.8290 0.9194 2.2627 0.000
H 4.2845 1.4391 1.4094 0.000
H 2.8210 1.3146 2.4212 0.000
H 4.4306 1.1549 3.1537 0.000
C 5.3100 -1.0327 1.8681 0.003
H 5.9260 -0.4880 2.6019 0.000
H 5.4764 -2.1020 2.0418 0.000
H 5.6886 -0.7734 0.8709 0.000
C 2.4286 -2.9925 -1.3716 0.000
H 3.1829 -2.5179 -2.0156 0.000
H 2.3886 -4.0620 -1.6363 0.000
H 1.4375 -2.5635 -1.5930 0.000
C 1.6781 -3.6244 0.9082 0.005
H 0.6708 -3.2585 0.6661 0.002
H 1.7204 -4.6899 0.6395 0.000
H 1.8096 -3.5459 1.9949 0.000
C 4.1255 -3.5313 0.4071 0.004
H 4.9626 -3.0021 -0.0669 0.000
H 4.3165 -3.6344 1.4851 0.000
H 4.1071 -4.5507 -0.0077 0.001
Fe 0.5048 -0.3684 0.3392 2.051
C 0.6857 0.4050 2.0006 -0.050
O 0.5848 0.8875 3.0780 -0.044
N -0.5440 -0.8274 -1.1430 0.108
C -0.7830 -0.0453 -2.1170 0.056
C -0.8800 -0.7008 -3.5623 -0.003
C -1.5029 0.2082 -4.6135 0.001
C 0.5452 -1.0003 -4.0325 0.000
C -1.6697 -1.9973 -3.4356 0.003
H -2.5540 0.4167 -4.3813 0.000
H -0.9245 1.1397 -4.7143 0.001
H -1.4704 -0.3111 -5.5856 0.000
H 1.0836 -1.6237 -3.3113 0.000
H 0.5274 -1.5299 -4.9945 -0.001
H 1.1222 -0.0733 -4.1762 0.001
H -1.5097 -2.6268 -4.3217 0.000
H -1.3472 -2.5333 -2.5306 0.001
H -2.7439 -1.7811 -3.3481 0.000
S -1.3496 -1.3782 1.5439 -0.002
C -0.9961 -2.1367 3.0361 0.001
N -0.6935 -1.3728 4.1376 -0.001
C -0.2896 -1.9247 5.3209 -0.001
C -0.2183 -3.2988 5.4361 -0.001
C -0.5966 -4.1149 4.3651 0.000
C -1.0233 -3.5306 3.1776 -0.001
H -0.6978 -0.3547 4.0589 0.000
H -0.0525 -1.2217 6.1156 0.000
H 0.1171 -3.7282 6.3785 0.000
H -0.5725 -5.1973 4.4493 0.000
H -1.3596 -4.1029 2.3176 0.000
```

Calculated values
spin multiplicity: 5
expectation value of S²: 6.114
highest occupied orbital energy (spin up / spin down): -0.3133 / -0.3631 Ha
calculated total energy: -3912.92888 hartree
charge: +1



Question: Which formula does entry 2 have?
Answer: C34H56FeN3OP2S